(1)
DFT (the ωB97M-V functional and the def2-TZVPD basis) results for 9 unconnected molecules or ions with the total composition C39H76N5O17S at a distorted geometry.

Geometry as XYZ:
```
138
Properties=species:S:1:pos:R:3:forces:R:3:lowdin_charge:R:1
C 0.716 1.701 2.192 1.13 -0.37 0.13 -0.10
C 0.923 0.794 0.927 -1.24 0.75 0.43 -0.18
C -0.350 -0.033 0.606 1.77 0.16 0.19 -0.20
O -1.449 0.879 0.677 -0.55 -0.27 -0.59 -0.14
C -2.625 0.350 0.146 1.08 -1.02 0.43 -0.13
N -3.732 0.855 0.966 0.09 0.04 -0.71 0.05
N -4.587 0.043 1.621 -0.90 -1.63 0.74 0.13
C -5.458 0.778 2.291 0.11 0.97 -0.03 -0.08
N -5.219 2.071 2.115 0.00 -0.61 -0.17 0.18
C -4.157 2.084 1.270 0.00 0.51 0.25 -0.34
N -3.644 3.219 0.829 -0.15 0.42 -0.12 0.10
N -2.569 3.324 -0.084 -1.76 -0.10 1.00 0.08
C -2.016 4.412 0.049 2.62 0.37 -0.92 -0.72
S -0.944 5.533 0.049 -0.76 0.01 0.09 0.89
H 0.732 2.775 1.947 -0.15 -0.42 -0.06 0.06
H 1.576 1.475 2.864 -0.99 0.59 -0.46 0.05
H -0.210 1.476 2.741 0.32 0.01 -0.16 0.07
H 1.775 0.118 1.079 -0.25 0.21 -0.22 0.11
H 1.083 1.489 0.086 0.24 -0.60 0.06 0.11
H -0.204 -0.466 -0.400 -0.50 0.14 0.24 0.12
H -0.454 -0.856 1.343 -0.25 0.38 -0.24 0.14
H -2.589 -0.749 0.303 -0.47 0.40 -0.14 0.14
H -2.763 0.524 -0.934 -0.16 0.40 0.43 0.16
H -4.589 -0.969 1.614 0.52 0.16 -0.40 0.19
H -6.252 0.331 2.884 0.22 0.21 -0.11 0.15
H -4.068 4.075 1.169 -0.02 -0.27 0.06 0.16
O 1.877 -0.048 4.114 0.23 -0.49 0.21 0.07
C 2.582 -1.011 4.299 -0.15 -0.25 0.18 -0.51
O 3.229 -1.549 3.259 0.06 0.36 -0.31 0.01
C 4.217 -2.587 3.362 0.16 -0.37 0.00 -0.22
C 3.574 -3.954 3.431 -0.23 0.00 0.11 -0.06
C 2.674 -1.667 5.653 0.49 0.18 0.23 0.02
H 4.895 -2.397 4.197 -0.14 0.04 0.09 0.12
H 4.817 -2.518 2.455 -0.16 0.17 -0.06 0.10
H 2.944 -4.061 4.316 0.10 -0.02 0.06 0.07
H 4.335 -4.734 3.454 0.00 0.03 -0.04 0.09
H 2.933 -4.114 2.563 0.14 0.00 -0.07 0.08
H 1.809 -2.313 5.794 0.01 0.01 -0.01 0.10
H 2.667 -0.886 6.412 -0.23 0.01 -0.07 0.09
H 3.584 -2.241 5.806 -0.09 -0.15 -0.10 0.07
O 5.262 -3.518 -0.060 0.00 0.19 0.31 0.09
C 6.297 -2.993 -0.380 -0.02 -0.07 -0.51 -0.52
O 6.755 -1.949 0.335 -0.17 -0.04 0.50 -0.01
C 8.044 -1.353 0.144 0.16 0.16 -0.24 -0.23
C 8.024 -0.341 -0.982 -0.11 -0.02 -0.15 -0.06
C 7.038 -3.425 -1.618 0.46 -0.24 0.12 0.02
H 8.808 -2.120 0.005 -0.07 -0.03 -0.08 0.12
H 8.280 -0.848 1.080 -0.18 -0.10 0.07 0.12
H 7.770 -0.803 -1.936 0.09 -0.03 0.01 0.07
H 8.998 0.141 -1.081 -0.02 -0.01 0.03 0.08
H 7.271 0.425 -0.789 0.06 0.01 0.08 0.08
H 6.564 -2.964 -2.485 -0.05 -0.07 0.00 0.08
H 6.965 -4.508 -1.701 -0.25 0.06 -0.07 0.10
H 8.099 -3.186 -1.612 -0.05 0.17 -0.04 0.07
O -6.053 0.791 -2.947 -0.10 -0.09 0.11 0.11
C -6.833 1.414 -2.278 0.10 0.25 -0.18 -0.53
O -8.147 1.322 -2.527 -0.05 -0.39 -0.09 0.01
C -9.166 1.891 -1.694 -0.11 0.31 0.06 -0.23
C -9.395 3.352 -2.019 0.14 0.09 -0.06 -0.06
C -6.345 2.369 -1.214 -0.23 -0.17 0.54 0.01
H -8.940 1.725 -0.638 0.08 0.04 -0.02 0.11
H -10.072 1.327 -1.908 0.15 -0.13 -0.11 0.13
H -8.501 3.952 -1.839 -0.03 0.00 0.09 0.07
H -10.207 3.756 -1.414 0.00 -0.03 -0.02 0.09
H -9.649 3.469 -3.072 -0.07 -0.06 0.04 0.09
H -6.046 3.306 -1.681 0.01 -0.04 -0.01 0.11
H -5.484 1.917 -0.727 0.07 0.04 -0.35 0.05
H -7.073 2.570 -0.431 -0.06 0.17 -0.09 0.07
O 4.399 -2.899 -4.086 0.01 0.16 -0.23 0.09
C 3.219 -2.690 -3.958 -0.10 -0.08 0.50 -0.52
O 2.622 -1.766 -4.725 0.30 0.14 -0.42 0.00
C 1.199 -1.559 -4.763 -0.19 -0.06 0.22 -0.22
C 0.745 -0.655 -3.635 0.13 0.09 0.17 -0.06
C 2.419 -3.387 -2.886 -0.39 -0.33 -0.21 0.03
H 0.669 -2.509 -4.777 0.08 0.11 0.10 0.08
H 0.992 -1.076 -5.717 0.23 -0.03 -0.03 0.13
H 0.955 -1.093 -2.657 -0.06 -0.08 -0.03 0.05
H -0.327 -0.465 -3.707 0.01 -0.03 -0.06 0.08
H 1.275 0.299 -3.676 -0.05 0.01 -0.06 0.08
H 2.585 -2.880 -1.935 0.10 -0.03 -0.01 0.09
H 2.773 -4.414 -2.811 0.19 0.12 0.12 0.09
H 1.353 -3.440 -3.092 0.00 0.13 0.03 0.06
O -0.987 -3.685 -5.297 -0.05 -0.11 0.23 0.08
C -0.850 -4.874 -5.152 0.06 -0.23 -0.43 -0.51
O -0.084 -5.325 -4.146 -0.16 0.38 0.41 -0.01
C 0.037 -6.711 -3.791 0.21 -0.38 -0.13 -0.22
C 1.078 -7.389 -4.651 -0.02 0.02 -0.13 -0.06
C -1.447 -5.854 -6.129 -0.46 -0.21 0.24 0.02
H -0.934 -7.208 -3.822 -0.01 0.08 -0.11 0.11
H 0.358 -6.730 -2.749 -0.05 0.27 0.00 0.12
H 0.806 -7.367 -5.705 0.03 -0.07 0.01 0.07
H 1.213 -8.429 -4.353 -0.01 0.03 0.02 0.09
H 2.034 -6.872 -4.562 -0.01 -0.05 0.02 0.08
H -0.802 -5.917 -7.005 0.01 0.01 0.03 0.10
H -2.426 -5.483 -6.429 0.14 0.16 -0.12 0.09
H -1.602 -6.849 -5.721 0.20 -0.04 -0.05 0.07
O 3.402 -7.316 -6.960 -0.12 0.17 0.05 0.09
C 4.064 -6.331 -7.160 0.19 -0.07 -0.26 -0.53
O 3.458 -5.133 -7.220 -0.39 -0.04 0.27 0.00
C 4.157 -3.880 -7.285 0.26 0.16 -0.22 -0.23
C 4.557 -3.545 -8.707 0.00 -0.16 -0.13 -0.06
C 5.545 -6.426 -7.429 0.28 0.18 0.46 0.01
H 5.003 -3.873 -6.597 -0.03 -0.05 -0.02 0.11
H 3.458 -3.130 -6.919 -0.07 -0.17 0.08 0.11
H 5.243 -4.286 -9.120 0.07 0.05 0.05 0.07
H 5.040 -2.568 -8.749 -0.02 -0.01 0.03 0.08
H 3.679 -3.530 -9.354 -0.01 0.07 0.05 0.08
H 5.699 -6.702 -8.472 -0.02 -0.01 0.02 0.10
H 5.959 -7.202 -6.787 -0.12 -0.14 -0.16 0.09
H 6.095 -5.514 -7.210 -0.06 0.06 -0.17 0.07
O -1.415 10.481 5.226 0.17 -0.05 -0.29 0.11
C -1.733 9.406 4.802 -0.47 0.07 0.44 -0.52
O -1.384 9.061 3.541 0.44 0.17 -0.30 0.00
C -1.569 7.757 2.998 -0.23 -0.10 0.05 -0.25
C -2.978 7.582 2.469 -0.20 0.10 0.07 -0.07
C -2.588 8.461 5.609 0.46 -0.33 0.03 0.00
H -1.292 6.989 3.723 -0.10 0.02 0.04 0.12
H -0.860 7.672 2.173 0.08 0.21 0.08 0.09
H -3.722 7.682 3.260 0.06 -0.12 0.04 0.07
H -3.097 6.600 2.008 0.01 0.00 0.01 0.04
H -3.202 8.349 1.725 0.09 -0.05 -0.05 0.09
H -3.631 8.764 5.524 0.01 -0.01 0.01 0.10
H -2.280 8.525 6.651 -0.12 0.18 -0.02 0.09
H -2.491 7.419 5.325 -0.19 0.02 -0.06 0.04
O -3.778 5.655 6.315 0.07 -0.03 0.07 0.09
C -3.601 5.226 7.426 0.02 -0.32 -0.03 -0.52
O -2.665 5.790 8.205 0.02 0.42 -0.13 0.00
C -2.477 5.476 9.591 0.08 -0.25 0.21 -0.22
C -1.616 4.242 9.767 0.01 -0.13 -0.15 -0.06
C -4.348 4.014 7.925 -0.41 0.18 0.35 0.01
H -3.437 5.395 10.103 -0.02 -0.06 -0.08 0.12
H -1.968 6.336 10.024 -0.04 0.09 -0.20 0.13
H -2.081 3.358 9.328 -0.06 0.00 0.09 0.07
H -1.439 4.047 10.825 0.00 0.03 -0.02 0.09
H -0.655 4.377 9.269 0.00 0.07 0.07 0.09
H -3.867 3.117 7.537 0.01 0.02 0.00 0.10
H -5.369 4.066 7.553 0.11 -0.05 -0.20 0.09
H -4.415 3.949 9.008 0.17 -0.09 -0.01 0.07
```
Forces are in eV/Å.

Calculated values
- LUMO level (eV) = -3.461
- F_max (hartree/bohr) = 0.0545
- net charge = +1
- HOMO-LUMO gap (eV) = 7.76
- highest occupied orbital energy (eV) = -11.22

=====

(2)
DFT (the ωB97M-V functional and the def2-TZVPD basis) results for a molecular structure, C17H25N4O9P2Ti at a distorted geometry.

Geometry as XYZ:
```
58
Properties=species:S:1:pos:R:3:forces:R:3:lowdin_spin:R:1
Ti 0.316 0.228 -0.494 -1.99 0.54 1.74 0.00
P 2.458 -1.152 -0.290 0.34 0.09 -0.01 0.07
C 2.512 -1.579 -2.008 0.06 -0.19 -0.97 0.45
C 1.295 -1.690 -2.721 -0.64 0.27 -0.12 0.01
N 0.145 -1.081 -2.187 -0.04 -0.59 0.15 0.08
C -1.077 -1.419 -2.675 0.15 0.44 0.35 0.04
C -1.209 -2.288 -3.747 -0.34 -0.06 -0.31 0.13
C -0.076 -2.771 -4.395 -0.44 -0.28 -0.48 0.00
C 1.170 -2.450 -3.913 1.11 0.01 0.46 0.13
C -2.324 -0.821 -2.036 -0.03 -0.13 -0.56 0.00
P -2.006 0.850 -1.368 -0.70 -1.29 -0.10 0.01
H 2.094 -2.838 -4.369 -0.61 0.19 0.20 0.00
H -2.222 -2.524 -4.085 0.49 -0.04 0.03 0.01
H -0.185 -3.414 -5.276 0.09 0.29 0.37 0.00
H -3.111 -0.716 -2.802 0.16 -0.43 0.34 0.00
H -2.691 -1.454 -1.204 0.19 0.16 -0.39 0.00
H 2.182 3.407 -2.250 0.52 0.51 -0.13 0.00
H 3.436 -1.892 -2.500 -0.26 0.01 0.12 0.02
H -0.399 7.105 -1.874 -0.68 0.21 -0.50 0.00
O 1.741 2.564 -2.214 -1.02 -0.63 0.00 0.00
H 0.788 2.789 -2.192 0.78 0.02 -0.05 0.00
H 1.131 1.937 -0.171 0.64 1.88 0.45 0.00
O 0.359 7.055 -1.308 0.84 -0.77 0.36 0.00
H 0.776 6.206 -1.532 -0.18 0.60 0.14 0.00
C -2.514 1.977 -2.697 0.57 0.38 -0.14 0.00
H -3.612 2.000 -2.758 0.38 -0.09 0.06 0.00
H -2.145 2.986 -2.459 -0.21 -0.21 -0.18 0.00
H -2.093 1.655 -3.659 -0.09 0.15 0.25 0.00
C -3.295 1.033 -0.119 0.13 0.29 0.45 0.00
H -3.044 1.912 0.489 -0.25 -0.14 -0.03 0.00
H -4.261 1.199 -0.617 0.27 -0.09 0.18 0.00
H -3.337 0.144 0.527 0.05 0.33 -0.23 0.00
C 2.581 -2.762 0.566 -0.36 -0.04 0.12 0.04
H 3.510 -3.272 0.270 -0.26 0.27 0.08 0.00
H 2.577 -2.591 1.651 0.03 -0.09 -0.23 0.00
H 1.722 -3.391 0.293 0.25 0.18 0.13 0.00
C 3.946 -0.219 0.156 0.04 -0.03 -0.06 0.01
H 3.778 0.258 1.133 0.13 -0.16 -0.26 0.00
H 4.805 -0.902 0.212 -0.15 0.31 -0.04 0.00
H 4.109 0.559 -0.601 0.09 -0.15 0.23 0.00
O -0.645 -1.162 7.187 0.76 1.62 -1.75 0.00
N -0.149 -0.231 6.526 0.44 0.13 3.69 0.00
O 0.555 0.674 7.031 -1.45 -1.75 -1.44 0.00
C -0.372 -0.195 5.101 0.05 0.05 -1.46 0.00
C -1.134 -1.198 4.477 -0.06 0.36 0.31 0.00
C -1.274 -1.179 3.096 1.04 0.59 0.05 0.00
C -0.432 -0.331 2.337 -0.09 -0.24 0.99 0.00
O -0.355 -0.522 1.031 0.46 0.42 -1.74 0.00
C 0.388 0.632 2.989 -1.18 -0.87 -0.45 0.00
C 0.302 0.786 4.369 0.21 -0.45 -0.03 0.00
N 1.289 1.336 2.123 -0.06 2.00 1.22 0.00
O 1.576 2.463 2.511 -0.09 -1.99 -0.77 0.00
O 0.153 2.022 -0.191 0.59 -1.69 -0.53 0.00
N -2.098 -2.177 2.411 -1.23 -2.40 -0.26 0.00
O -2.142 -3.317 2.915 0.25 2.66 -0.99 0.00
O -2.725 -1.856 1.381 1.26 -0.14 1.65 0.00
H -1.610 -1.970 5.075 -0.01 0.15 -0.04 0.00
H 0.845 1.588 4.856 0.08 -0.18 0.12 0.00
```
Forces are in eV/Å.

Calculated values
- LUMO level (spin up / spin down) (eV) = -7.891 / -8.644
- multiplicity = 2
- ΔE to the lowest compared entry with this formula, charge and spin (kcal/mol) = 37.84
- F_max (hartree/bohr) = 0.0724
- net charge = +2
- HOMO-LUMO gap (spin up / spin down) (eV) = 7.09 / 6.84
- highest occupied orbital energy (spin up / spin down) (eV) = -14.98 / -15.48